1.
ORCA calculation (ωB97M-V/def2-TZVPD) on 8 unconnected molecules or ions with the total composition C43H36Cl3N7O14 in a non-equilibrium geometry.

Properties
E_LUMO = -1.0 eV
energy above the lowest of the compared OMol25 structures with the same formula, charge and spin = 0.267 eV

```
! wB97M-V def2-TZVPD RIJCOSX def2/J DEFGRID3
* xyz 0 1
O 9.5251 15.1844 18.6236
N 9.5390 16.3703 18.3642
O 9.7298 17.2392 19.2080
C 9.3734 16.7724 17.0103
C 9.5019 18.1252 16.6884
C 9.3831 18.4779 15.3382
C 9.1008 17.5236 14.3816
C 8.8445 16.2036 14.7187
C 9.0286 15.8270 16.0694
H 9.7259 18.9008 17.4080
H 9.6190 19.4962 15.1449
H 9.0586 17.8298 13.3341
H 8.6022 15.4359 13.9782
H 8.8281 14.8224 16.4261
O 13.4632 22.1394 6.9368
N 14.5121 22.5359 7.3661
O 14.9620 23.6774 7.2774
C 15.2024 21.6422 8.2785
C 16.5689 21.9018 8.5399
C 17.1852 21.2218 9.5722
C 16.5335 20.1677 10.1798
C 15.2174 19.8178 9.8336
C 14.5136 20.5604 8.8656
H 17.1225 22.5799 7.9666
H 18.1540 21.4594 9.8838
H 17.0371 19.6198 10.9724
H 14.8151 18.9071 10.2989
H 13.4920 20.3131 8.6036
O 18.4233 9.6794 14.6626
N 19.6562 9.6590 14.7450
O 20.3937 8.7742 14.3360
C 20.2554 10.7588 15.4152
C 21.6068 10.7880 15.5710
C 22.1567 11.8737 16.2793
C 21.2994 12.8249 16.7793
C 19.9474 12.8230 16.5977
C 19.4150 11.7970 15.9048
H 22.2102 9.9899 15.1963
H 23.2065 11.9536 16.3749
H 21.7872 13.6849 17.2406
H 19.2515 13.6108 16.9086
H 18.3664 11.6869 15.7683
O 14.0000 21.9685 13.4201
N 13.0258 22.5961 13.1027
O 12.0451 22.5951 13.8282
C 13.1100 23.2653 11.8460
C 11.8567 23.5390 11.2381
C 11.7978 24.1264 9.9786
C 13.0043 24.5449 9.4206
C 14.2230 24.2946 10.0354
C 14.3016 23.6018 11.2374
H 10.9527 23.0367 11.6564
H 10.8167 24.3178 9.4773
H 13.0333 25.1615 8.5570
H 15.1124 24.7673 9.6567
H 15.2625 23.4327 11.6375
O 18.6520 22.0166 13.1092
N 17.6791 21.7726 13.8259
O 17.1418 20.6885 13.9405
C 17.1544 22.8425 14.6863
C 16.0139 22.6291 15.4414
C 15.5412 23.6523 16.3020
C 16.1615 24.9200 16.1696
C 17.2862 25.1166 15.3544
C 17.8573 24.0672 14.6286
H 15.4963 21.6690 15.4239
H 14.7974 23.5579 17.0520
H 15.7804 25.7762 16.7842
H 17.7798 26.0931 15.3830
H 18.6884 24.2089 13.9687
O 17.9061 16.4073 15.0674
N 16.9220 15.7728 15.3846
O 16.9377 14.6517 15.8528
C 15.6586 16.4063 15.2028
C 15.6731 17.6379 14.5487
C 14.4148 18.3239 14.3548
C 13.2676 17.6668 14.7272
C 13.2603 16.3996 15.3194
C 14.4763 15.7571 15.5634
H 16.6012 18.1152 14.2344
H 14.4510 19.3313 13.9598
H 12.3090 18.1849 14.5978
H 12.3428 15.9040 15.5708
H 14.5425 14.7919 16.0623
O 24.9818 15.1089 13.1239
N 23.9470 14.7481 13.7211
O 23.8950 13.9662 14.6511
C 22.7377 15.3061 13.2691
C 21.5576 14.5715 13.4709
C 20.3997 15.1425 13.0122
C 20.4409 16.3946 12.3748
C 21.6139 17.0800 12.1561
C 22.7816 16.5393 12.6648
H 21.6477 13.5968 13.9083
H 19.4882 14.8212 13.3925
H 19.4988 16.8263 12.0690
H 21.6585 18.0631 11.7125
H 23.6798 17.0751 12.6815
Cl 12.6950 12.1709 14.9782
C 13.3038 11.2428 16.4126
Cl 14.8204 11.9748 16.9257
Cl 13.5305 9.5393 15.9975
H 12.4748 11.2557 17.1430
*
```

These are the Mulliken partial charges, in e, on atoms 1 to 4: -0.61 1.00 -0.60 0.00

***

2.
ORCA calculation (ωB97M-V/def2-TZVPD) on a single C24H28N4O5S molecule.

Properties
E_LUMO = 0.0 eV
energy above the lowest of the compared OMol25 structures with the same formula, charge and spin = 1.780 eV

```
! wB97M-V def2-TZVPD RIJCOSX def2/J DEFGRID3
* xyz 0 1
C 7.4511 2.4941 -2.3008
C 7.6883 1.4604 -1.2090
O 6.5174 0.6868 -0.9610
C 5.6026 1.2122 -0.1322
O 5.7253 2.2786 0.4262
C 4.4597 0.3182 0.0080
S 4.4607 -1.1852 -0.8824
C 2.9717 -1.6324 -0.1260
N 2.4120 -2.8229 -0.2853
C 1.3590 -3.0547 0.4780
C 0.7379 -4.4126 0.4023
C -0.4670 -4.4455 -0.5247
O -0.9506 -5.4537 -0.9607
O -0.9443 -3.2247 -0.7829
C -2.0888 -3.1676 -1.6270
N 0.7544 -2.1644 1.2492
C 1.2003 -0.9123 1.2826
N 0.4184 0.0182 1.9068
C 0.1096 1.2429 1.1914
C -1.0611 0.9907 0.2325
N -2.2177 0.5292 0.9701
C -3.4754 0.6933 0.3769
C -4.3764 -0.3595 0.2051
C -5.6285 -0.1394 -0.3288
C -6.0269 1.1367 -0.7202
O -7.2857 1.2406 -1.2417
C -7.7418 2.5102 -1.6350
C -5.1369 2.1915 -0.5559
C -3.8866 1.9675 -0.0107
C -1.9308 -0.7079 1.6671
C -0.7512 -0.4690 2.6144
C 2.4613 -0.6065 0.7009
C 3.3601 0.4920 0.8128
C 3.2261 1.6242 1.7734
H 7.1016 2.0075 -3.2082
H 8.3775 3.0202 -2.5123
H 6.7039 3.2134 -1.9740
H 8.4473 0.7356 -1.5102
H 7.9898 1.9548 -0.2793
H 0.3850 -4.7125 1.3912
H 1.4617 -5.1411 0.0380
H -2.8846 -3.7996 -1.2282
H -2.4037 -2.1268 -1.6524
H -1.8349 -3.5147 -2.6301
H 0.9714 1.5745 0.6175
H -0.1643 2.0092 1.9211
H -1.3025 1.9086 -0.3023
H -0.7413 0.2318 -0.5057
H -4.1025 -1.3652 0.4820
H -6.3214 -0.9555 -0.4600
H -7.1218 2.9327 -2.4331
H -8.7529 2.3578 -2.0095
H -7.7713 3.2076 -0.7910
H -5.4063 3.1973 -0.8380
H -3.2247 2.8089 0.1298
H -2.8033 -0.9957 2.2548
H -1.6617 -1.5240 0.9805
H -0.4893 -1.3977 3.1190
H -1.0212 0.2922 3.3516
H 2.4876 1.3929 2.5359
H 2.9453 2.5433 1.2602
H 4.1903 1.8158 2.2392
*
```

These are the natural (NBO) partial charges, in e, on atoms 1 to 4: -0.63 -0.07 -0.51 0.76

***

3.
ORCA calculation (ωB97M-V/def2-TZVPD) on 2 unconnected molecules or ions with the total composition C4H12S2 in a non-equilibrium geometry.

Properties
E_LUMO = 0.7 eV
energy above the lowest of the compared OMol25 structures with the same formula, charge and spin = 0.884 eV

```
! wB97M-V def2-TZVPD RIJCOSX def2/J DEFGRID3
* xyz 0 1
C 1.8883 0.7554 1.8518
C 0.5115 1.3150 1.5340
S 0.5665 3.0756 0.9855
H 2.6693 1.0772 1.1727
H 1.8263 -0.3293 1.9449
H 2.1291 1.1321 2.8557
H 0.0394 0.6916 0.7610
H -0.2464 1.3956 2.3054
H 0.6532 2.9184 -0.3085
C -0.6451 -1.1448 -2.3405
C -1.6749 -1.2160 -1.2449
S -0.9360 -1.4608 0.3896
H -0.6504 -1.9459 -3.0878
H 0.3746 -1.2093 -1.9666
H -0.6945 -0.2055 -2.8961
H -2.1807 -0.2542 -1.1687
H -2.5912 -1.7870 -1.4575
H -1.0390 -2.8081 0.6701
*
```

These are the natural (NBO) partial charges, in e, on atoms 1 to 4: -0.63 -0.50 -0.07 0.22

***

4.
ORCA calculation (ωB97M-V/def2-TZVPD) on a single C5H6O molecule.

Properties
E_LUMO = 0.9 eV
energy above the lowest of the compared OMol25 structures with the same formula, charge and spin = 1.762 eV

```
! wB97M-V def2-TZVPD RIJCOSX def2/J DEFGRID3
* xyz 0 1
C 0.9754 -1.0238 -1.7018
C 1.1963 -0.5620 -0.5006
C 1.0521 -0.1433 0.7251
C -0.4219 -0.0855 1.0797
C -1.2039 1.0724 0.4953
O -0.9388 -0.9574 1.7374
H 0.8941 -0.3630 -2.5590
H 0.8295 -2.0902 -1.8496
H 1.8353 0.0606 1.4498
H -2.1526 0.7178 0.0845
H -0.6371 1.6058 -0.2709
H -1.4285 1.7687 1.3100
*
```

These are the natural (NBO) partial charges, in e, on atoms 1 to 4: -0.48 0.12 -0.40 0.59